# 1
ORCA calculation (ωB97M-V/def2-TZVPD) on 2 unconnected molecules or ions with the total composition CH3NO2S2 in a non-equilibrium geometry.

Structure (XYZ):
```
9
Properties=species:S:1:pos:R:3:forces:R:3:mulliken_charge:R:1
S -0.745 0.326 -2.053 1.7 0.1 0.5 0.924
S -0.298 -1.438 0.910 -1.1 0.6 -2.9 0.160
O -1.364 1.402 -2.767 0.2 -0.4 -0.4 -0.420
O 0.677 0.071 -2.196 -1.2 0.4 -0.1 -0.441
N -1.616 -0.418 -1.098 0.6 -1.1 2.5 -0.399
C 0.634 -0.152 1.620 0.6 0.6 0.9 -0.741
H 0.033 0.447 2.295 0.0 0.1 0.1 0.301
H 1.364 -0.756 2.207 -0.4 0.1 0.0 0.289
H 1.317 0.518 1.082 -0.4 -0.5 -0.7 0.328
```
Positions in Å, forces in eV/Å.

Output
* relative energy (zero: lowest compared OMol25 entry of this formula, charge and spin): 4.437 eV


# 2
ORCA calculation (ωB97M-V/def2-TZVPD) on a molecular structure, C16H29I2N3O7S3TeTl.

Structure (XYZ):
```
62
Properties=species:S:1:pos:R:3:forces:R:3:mulliken_charge:R:1
Tl 1.035 -0.517 -1.001 0.1 0.4 0.0 1.033
I -2.120 -2.179 -1.818 -0.1 -0.1 0.0 0.049
I -0.925 -1.561 1.485 -0.1 0.0 0.1 0.196
Te 2.330 -2.745 -1.506 -0.1 -0.2 0.0 -0.663
S -1.162 3.390 1.385 -0.3 0.4 -0.7 0.874
S 2.179 2.124 0.119 0.1 -0.1 -0.4 1.622
S -0.693 1.764 -1.999 0.2 -0.3 0.0 1.366
O 3.087 2.840 0.979 0.0 -0.2 0.1 -0.686
O -0.984 1.000 -0.770 0.0 0.0 0.1 -0.294
O 2.808 1.266 -0.900 0.1 0.2 0.0 -0.817
O 1.174 1.311 0.814 0.0 -0.1 0.0 0.104
O -1.850 2.151 -2.752 0.0 -0.1 -0.1 -0.740
O 0.336 0.981 -2.732 -0.1 0.1 -0.1 -0.718
O -2.029 4.402 0.679 0.2 -0.2 0.3 -0.783
N 2.336 0.242 3.948 0.0 -0.1 -0.1 0.337
N 1.764 -1.642 2.693 0.0 0.0 -0.2 -0.651
N 3.992 -0.847 2.709 0.1 -0.2 0.0 0.143
C 0.298 5.637 -2.165 -0.1 0.0 -0.1 -0.633
C 4.423 -1.867 1.771 0.1 0.1 0.0 -0.972
C -0.175 4.314 2.582 0.1 0.0 0.2 -0.100
C -0.928 5.466 3.228 0.0 0.0 0.1 -1.290
C 1.946 4.658 -0.734 0.0 0.1 0.0 -0.440
C -3.422 1.951 1.749 -0.1 0.0 0.0 -1.004
C 2.669 -0.808 3.055 -0.1 0.2 0.2 0.329
C 4.845 0.331 2.748 0.0 0.0 0.0 -1.073
C 0.164 3.294 -1.599 0.3 -0.2 0.1 -0.380
C 1.442 5.761 -1.410 0.1 0.0 0.1 -0.671
C 0.953 0.667 3.871 -0.2 0.0 0.0 -0.323
C 2.758 -0.021 5.312 0.1 0.0 0.0 -1.281
C -2.244 2.521 2.526 -0.1 -0.1 0.2 -0.156
C -2.577 -1.514 0.147 0.0 0.0 0.0 -0.700
C 1.329 3.417 -0.812 -0.2 0.0 -0.1 -0.370
C -0.335 4.406 -2.257 0.0 0.1 0.1 -0.439
H 0.677 4.668 1.999 0.0 0.0 0.0 0.236
H 4.836 0.860 1.792 0.0 0.0 0.0 0.303
H 2.115 -0.771 5.796 0.0 0.0 0.0 0.386
H -3.359 -2.154 0.533 0.0 0.0 0.0 0.530
H -2.897 -0.484 0.047 0.0 0.0 0.0 0.085
H -3.093 1.516 0.803 0.1 0.0 0.0 -0.065
H 0.205 3.581 3.298 0.0 0.0 0.0 -0.052
H 0.681 0.830 2.829 0.1 0.0 0.1 -0.590
H 5.865 0.009 2.969 0.0 0.0 0.0 0.387
H -1.622 5.904 2.508 0.0 0.0 0.0 0.314
H -1.241 4.294 -2.832 0.0 0.0 0.0 0.564
H 0.256 -0.063 4.304 0.0 0.0 0.1 0.346
H -2.562 3.217 3.305 -0.1 -0.1 0.0 0.388
H -3.921 1.175 2.331 0.0 0.0 0.0 0.414
H 3.784 -0.388 5.324 0.0 0.0 0.0 0.407
H 0.851 1.610 4.414 0.0 0.0 0.0 0.399
H 2.717 0.900 5.898 0.0 0.0 0.0 0.345
H 4.030 -2.846 2.044 0.0 0.0 0.1 0.411
H 2.104 -2.277 1.976 -0.1 0.0 0.0 0.180
H 4.515 1.018 3.519 0.0 0.0 0.0 0.351
H -1.647 1.720 2.970 0.1 0.0 0.0 -0.057
H 1.950 6.714 -1.331 0.0 0.0 0.0 0.392
H -1.494 5.150 4.104 0.0 0.0 0.0 0.304
H 2.832 4.749 -0.123 0.0 0.0 0.0 0.567
H -0.117 6.492 -2.684 0.0 0.0 0.0 0.387
H -0.230 6.242 3.545 0.0 0.0 0.0 0.412
H 5.511 -1.924 1.798 0.0 0.0 0.0 0.272
H -4.137 2.736 1.510 0.0 0.0 0.0 0.316
H 4.106 -1.649 0.746 0.0 0.0 0.1 0.201
```
Positions in Å, forces in eV/Å.

Output
* relative energy (zero: lowest compared OMol25 entry of this formula, charge and spin): 0.398 eV
* net charge: -1


# 3
ORCA calculation (ωB97M-V/def2-TZVPD) on a single C4H5NS molecule in a non-equilibrium geometry.

Structure (XYZ):
```
11
Properties=species:S:1:pos:R:3:forces:R:3:mulliken_charge:R:1
S -0.094 -1.978 -0.155 -0.3 0.8 0.1 -0.007
N -0.809 -1.065 -1.424 0.7 -0.8 0.7 -0.453
C 0.110 1.041 -0.538 0.3 -0.7 0.9 -0.255
C 0.114 -0.732 1.212 -0.7 -1.2 -0.2 -0.591
C -0.642 0.192 -1.460 -0.5 1.1 -0.1 -0.051
C 0.524 0.558 0.643 0.8 0.6 -0.7 -0.228
H -0.805 -0.698 1.813 0.1 0.2 -0.3 0.292
H 1.347 1.018 1.183 -0.4 0.6 0.1 0.298
H 0.886 -1.073 1.892 0.2 -0.4 0.0 0.322
H 0.426 2.027 -0.847 0.0 -0.1 -0.3 0.337
H -1.057 0.709 -2.319 -0.2 -0.1 -0.2 0.336
```
Positions in Å, forces in eV/Å.

Output
* relative energy (zero: lowest compared OMol25 entry of this formula, charge and spin): 1.126 eV
* SMILES: C1=CCSN=C1